w | The following is a DFT calculation (ωB97M-V with the def2-TZVPD basis set) of C30H23Cl2FNO3Re as an isolated structure.

```
! wB97M-V def2-TZVPD RIJCOSX def2/J DEFGRID3
* xyz 1 4
Re -10.139 17.541 5.816
Cl -9.723 18.513 7.842
C -11.676 18.837 5.271
Cl -11.558 19.282 3.543
H -11.532 19.808 5.753
H -12.652 18.475 5.634
C -6.697 11.852 3.094
C -7.472 12.533 2.022
C -8.334 11.559 1.199
C -9.142 12.243 0.123
C -9.834 13.405 0.662
C -10.931 13.934 0.019
C -11.555 15.088 0.499
F -12.617 15.507 -0.238
C -11.259 15.712 1.678
C -10.174 15.188 2.337
C -9.733 15.841 3.531
O -10.474 16.719 4.029
C -8.462 15.504 3.993
C -7.852 14.383 3.532
N -8.359 13.620 2.550
C -9.442 14.077 1.852
C -7.698 16.271 5.018
O -6.604 15.973 5.428
O -8.267 17.407 5.487
H -6.057 11.120 2.608
H -7.366 11.312 3.778
H -6.094 12.522 3.693
H -6.812 13.047 1.300
H -9.011 10.981 1.859
H -7.650 10.816 0.750
H -9.871 11.593 -0.329
H -8.471 12.563 -0.678
H -11.319 13.505 -0.922
H -11.847 16.559 2.082
H -6.896 14.156 4.039
C -10.832 15.914 6.585
C -10.810 14.722 6.936
C -10.735 13.426 7.410
C -10.624 13.198 8.828
C -10.155 14.177 9.757
C -10.103 13.845 11.072
C -10.600 12.607 11.503
C -11.024 11.630 10.633
C -11.054 11.950 9.313
C -10.520 12.361 6.427
C -9.758 11.192 6.750
C -9.556 10.209 5.821
C -10.169 10.297 4.564
C -10.961 11.393 4.238
C -11.127 12.411 5.165
H -9.837 15.137 9.377
H -9.711 14.570 11.757
H -10.654 12.392 12.570
H -11.454 10.697 10.960
H -11.534 11.292 8.631
H -9.289 11.098 7.696
H -8.982 9.322 6.106
H -10.097 9.463 3.882
H -11.432 11.494 3.278
H -11.819 13.230 4.964
*
```

Calculated values
**E_LUMO (alpha / beta)**: -4.6 / -5.5 eV
**Frontier orbital gap (alpha / beta)**: 5.956 / 6.355 eV
**⟨S²⟩**: 3.82

x | The following is a DFT calculation (ωB97M-V with the def2-TZVPD basis set) of C30H23Cl2FNO3Re as an isolated structure.

```
! wB97M-V def2-TZVPD RIJCOSX def2/J DEFGRID3
* xyz 1 4
Re 15.757 11.365 11.007
Cl 14.845 11.710 13.529
C 16.202 10.724 12.981
Cl 17.203 13.086 11.271
H 15.988 9.717 13.197
H 17.135 11.000 13.435
C 8.049 11.606 11.218
C 8.771 10.302 11.682
C 7.989 9.145 11.064
C 8.463 7.797 11.644
C 9.944 7.744 11.419
C 10.590 6.531 11.337
C 11.938 6.449 11.053
F 12.510 5.238 10.833
C 12.738 7.529 10.994
C 12.167 8.823 11.110
C 12.993 10.037 10.993
O 14.293 9.944 11.050
C 12.300 11.238 10.860
C 10.943 11.252 11.046
N 10.203 10.206 11.327
C 10.764 8.919 11.306
C 12.955 12.530 10.380
O 12.328 13.464 10.062
O 14.259 12.449 10.314
H 7.013 11.379 11.501
H 8.054 11.790 10.205
H 8.385 12.506 11.751
H 8.752 10.260 12.795
H 8.233 9.136 10.023
H 6.905 9.243 11.040
H 7.954 6.942 11.278
H 8.257 7.767 12.727
H 9.943 5.662 11.355
H 13.809 7.461 10.877
H 10.453 12.230 10.987
C 16.858 10.290 9.823
C 17.517 9.738 8.912
C 18.265 9.162 7.915
C 17.846 7.803 7.511
C 17.693 6.767 8.412
C 17.206 5.519 7.988
C 17.006 5.315 6.640
C 17.154 6.340 5.698
C 17.551 7.606 6.179
C 19.339 9.824 7.306
C 20.330 9.022 6.738
C 21.421 9.538 6.124
C 21.582 10.944 6.113
C 20.702 11.764 6.810
C 19.576 11.199 7.481
H 18.061 6.930 9.422
H 17.034 4.708 8.671
H 16.702 4.324 6.291
H 17.090 6.179 4.627
H 17.665 8.411 5.436
H 20.265 7.961 6.786
H 22.111 8.886 5.602
H 22.423 11.412 5.606
H 20.949 12.828 6.844
H 18.977 11.849 8.127
*
```

Calculated values
**E_LUMO (alpha / beta)**: -4.3 / -5.3 eV
**Frontier orbital gap (alpha / beta)**: 6.288 / 6.407 eV
**⟨S²⟩**: 3.84

What is the stability order? It is x, w, from most stable to least stable.

w | The following is a DFT calculation (ωB97M-V with the def2-TZVPD basis set) of a 2-piece molecular cluster, S2 overall.

```
! wB97M-V def2-TZVPD RIJCOSX def2/J DEFGRID3
* xyz -1 2
S -0.474 0.490 1.572
S 0.474 -0.490 -1.572
*
```

Calculated values
**E_LUMO (alpha / beta)**: 1.5 / 1.4 eV
**Frontier orbital gap (alpha / beta)**: 5.774 / 4.309 eV
**⟨S²⟩**: 0.76

x | The following is a DFT calculation (ωB97M-V with the def2-TZVPD basis set) of an isolated ion of composition S2 and charge -1.

```
! wB97M-V def2-TZVPD RIJCOSX def2/J DEFGRID3
* xyz -1 2
S -0.673 -0.399 0.661
S 0.673 0.399 -0.661
*
```

Calculated values
**E_LUMO (alpha / beta)**: 4.0 / 3.9 eV
**Frontier orbital gap (alpha / beta)**: 6.116 / 5.823 eV
**⟨S²⟩**: 0.76

What is the stability order? It is x, w, from most stable to least stable.

w | The following is a DFT calculation (ωB97M-V with the def2-TZVPD basis set) of a 2-piece molecular cluster, C4H13N2O2 overall.

```
! wB97M-V def2-TZVPD RIJCOSX def2/J DEFGRID3
* xyz 1 1
C -1.705 -1.370 -1.346
C -0.308 -0.848 -1.166
C 0.002 -0.197 0.166
C 1.269 0.644 0.160
N 1.724 0.996 1.367
O 1.832 0.946 -0.894
N 0.026 0.071 -2.332
H -1.951 -1.652 -2.371
H -2.456 -0.658 -1.018
H -1.887 -2.260 -0.743
H 0.382 -1.667 -1.331
H -0.843 0.388 0.501
H 0.134 -0.998 0.889
H 1.068 0.947 2.150
H 2.441 1.703 1.414
H -0.665 0.804 -2.495
H 0.096 -0.486 -3.179
H 0.959 0.493 -2.121
H -0.192 0.369 4.485
H 0.035 1.832 4.117
O 0.037 0.943 3.746
*
```

Calculated values
**E_LUMO**: -2.8 eV
**Frontier orbital gap**: 11.371 eV

x | The following is a DFT calculation (ωB97M-V with the def2-TZVPD basis set) of a 2-piece molecular cluster, C4H13N2O2 overall.

```
! wB97M-V def2-TZVPD RIJCOSX def2/J DEFGRID3
* xyz 1 1
N 0.526 -1.136 -0.484
C -0.135 -0.235 0.659
C 0.700 0.911 1.018
C 2.078 0.419 1.536
O 2.363 -0.752 1.542
C -1.570 -0.039 0.308
N -2.166 -1.370 0.134
H 1.433 -1.432 -0.156
H 0.680 -0.528 -1.307
H -0.171 -1.979 -0.716
H -0.121 -0.835 1.523
H 0.942 1.718 0.190
H 0.184 1.705 1.633
H 2.661 1.210 1.967
H -1.847 0.595 1.172
H -1.733 0.474 -0.686
H -2.952 -1.160 -0.470
H -2.515 -1.757 1.028
H 1.288 1.139 -3.066
H -0.102 1.815 -3.161
O 0.456 1.237 -2.663
*
```

Calculated values
**E_LUMO**: -2.8 eV
**Frontier orbital gap**: 11.335 eV

y | The following is a DFT calculation (ωB97M-V with the def2-TZVPD basis set) of a 2-piece molecular cluster, C4H13N2O2 overall.

```
! wB97M-V def2-TZVPD RIJCOSX def2/J DEFGRID3
* xyz 1 1
C -1.057 1.147 -1.166
C -0.382 1.758 0.100
C 0.358 0.793 0.984
C -0.202 -0.537 1.450
N 0.104 -0.927 2.694
O -0.367 -1.375 0.544
N -0.025 0.865 -2.210
H -1.975 1.728 -1.457
H -1.635 0.188 -0.886
H -1.229 2.307 0.567
H 0.342 2.527 -0.126
H 0.616 1.348 1.911
H 1.376 0.593 0.706
H -0.046 -1.890 2.860
H 0.175 -0.309 3.507
H 0.890 1.233 -1.830
H 0.226 -0.122 -2.332
H -0.162 1.438 -3.043
H 0.598 -1.416 -0.831
H 1.475 -2.432 -1.838
O 1.149 -1.506 -1.625
*
```

Calculated values
**E_LUMO**: -3.1 eV
**Frontier orbital gap**: 10.872 eV

What is the stability order? It is w, y, x, from most stable to least stable.

w | The following is a DFT calculation (ωB97M-V with the def2-TZVPD basis set) of one molecule with the formula C7H13NO2S.

```
! wB97M-V def2-TZVPD RIJCOSX def2/J DEFGRID3
* xyz 0 1
C 2.399 2.679 -0.636
C 2.094 1.260 -0.262
O 3.014 0.807 0.503
N 1.122 0.591 -0.766
C 0.699 -0.744 -0.530
S 1.823 -1.806 0.183
C -0.336 -1.424 -1.304
C -1.795 -1.057 -0.851
C -2.202 -1.284 0.592
C -1.891 -0.141 1.566
O -0.472 0.026 1.760
H 2.034 2.776 -1.668
H 1.822 3.375 -0.068
H 3.368 3.006 -0.665
H 3.022 -0.197 0.614
H -0.124 -2.425 -1.351
H -0.160 -0.986 -2.360
H -2.321 -1.506 -1.641
H -1.807 0.031 -1.099
H -3.265 -1.448 0.588
H -1.770 -2.183 0.880
H -2.419 0.872 1.119
H -2.432 -0.203 2.438
H -0.400 -0.018 2.959
*
```

Calculated values
**E_LUMO**: -0.1 eV
**Frontier orbital gap**: 8.173 eV
**SMILES string**: C/C(O)=N/C(=S)CCCCO

x | The following is a DFT calculation (ωB97M-V with the def2-TZVPD basis set) of one molecule with the formula C7H13NO2S.

```
! wB97M-V def2-TZVPD RIJCOSX def2/J DEFGRID3
* xyz 0 1
C 2.063 -0.489 -0.388
C -0.256 -0.964 -0.081
C -1.480 -1.514 0.709
C -1.379 0.835 -0.178
C 3.269 -0.140 0.420
C -1.173 1.276 -1.614
C -1.137 1.882 0.913
N 1.052 -1.055 0.405
O 1.887 -0.043 -1.498
O -1.619 -2.861 0.520
S -2.751 -0.270 -0.020
H -0.318 -1.261 -1.083
H -1.423 -1.325 1.766
H 3.988 -1.046 0.504
H 3.701 0.711 -0.284
H 2.862 0.295 1.314
H -0.779 2.231 -1.699
H -2.075 1.149 -2.179
H -0.441 0.551 -2.003
H -1.450 1.385 1.797
H -1.786 2.699 0.637
H -0.071 2.164 1.046
H 1.127 -1.160 1.419
H -1.809 -3.051 -0.423
*
```

Calculated values
**E_LUMO**: 0.6 eV
**Frontier orbital gap**: 8.511 eV

y | The following is a DFT calculation (ωB97M-V with the def2-TZVPD basis set) of a 2-piece molecular cluster, C7H13NO2S overall.

```
! wB97M-V def2-TZVPD RIJCOSX def2/J DEFGRID3
* xyz 0 1
C 1.208 -1.434 0.301
C 2.106 0.902 -1.486
C 1.074 -0.025 0.436
C -2.075 -0.020 0.368
C -2.283 -0.899 1.524
C -2.052 -0.629 -0.983
C 1.313 2.354 0.125
N 1.522 0.961 -0.341
O 2.180 -1.872 -0.511
O 0.445 -2.205 0.977
S -1.927 1.583 0.414
H 2.161 1.732 -2.123
H 2.441 0.006 -2.039
H 0.384 0.175 1.190
H -2.573 -0.345 2.399
H -1.317 -1.447 1.755
H -2.987 -1.733 1.427
H -3.051 -0.863 -1.306
H -1.459 -1.548 -0.868
H -1.770 0.175 -1.746
H 2.114 2.377 0.843
H 1.544 2.921 -0.766
H 0.326 2.471 0.673
H 2.676 -2.637 -0.264
*
```

Calculated values
**E_LUMO**: 0.2 eV
**Frontier orbital gap**: 7.799 eV

What is the stability order? It is x, w, y, from most stable to least stable.